[1]
ORCA calculation (wB97M-V/def2-TZVPD) on a cluster of 2 separate species, C6H9NO in total.

Element x y z (Å)
C1 1.335 1.577 -0.391
C2 0.619 2.113 -1.402
C3 -0.740 1.680 -1.480
N1 -1.248 0.899 -0.560
C4 -0.503 0.505 0.513
C5 0.752 0.683 0.487
H1 2.328 1.772 -0.488
H2 0.883 2.718 -2.103
H3 -1.431 1.919 -2.304
H4 -1.106 0.310 1.488
H5 1.225 0.294 1.372
C6 -0.686 -2.256 0.671
O1 0.193 -2.966 1.556
H6 -1.361 -3.154 0.368
H7 -1.291 -1.461 1.079
H8 -0.093 -2.053 -0.243
H9 1.124 -2.580 1.435

As for the spin multiplicity: 1. Its SMILES is c1ccncc1.CO. The HOMO energy comes out at -0.345 Eh.

Here are the Löwdin charges for atoms 1 to 4, given in e: -0.051, -0.036, -0.122, 0.072

***

[2]
ORCA calculation (wB97M-V/def2-TZVPD) on the molecule C6H11N.

Element x y z (Å)
C1 -1.563 0.181 2.177
C2 -0.956 -0.407 1.143
C3 -0.006 0.239 0.254
C4 0.524 1.606 0.572
C5 0.380 -0.332 -0.914
C6 0.251 -1.798 -1.220
N1 0.993 0.396 -1.894
H1 -2.386 -0.368 2.623
H2 -1.276 1.025 2.787
H3 -1.154 -1.450 0.944
H4 1.609 1.714 0.540
H5 0.137 2.092 1.466
H6 0.185 2.321 -0.205
H7 -0.527 -2.062 -1.937
H8 0.001 -2.338 -0.315
H9 1.210 -2.126 -1.615
H10 1.294 1.322 -1.648
H11 1.287 -0.015 -2.757

As for the spin multiplicity: 1. Its SMILES is C=C/C(C)=C(\C)N. The HOMO energy comes out at -0.260 Eh.

Here are the Löwdin charges for atoms 1 to 4, given in e: -0.014, -0.155, -0.274, -0.069

***

[3]
ORCA calculation (wB97M-V/def2-TZVPD) on a structure of composition C30H47BaBrN4OP2.

Element x y z (Å)
N1 -6.189 -2.037 -7.701
C1 -5.130 -2.857 -7.698
C2 -4.075 -2.718 -6.758
C3 -4.137 -1.735 -5.726
C4 -5.314 -0.934 -5.747
C5 -6.292 -1.105 -6.745
C6 -3.065 -1.591 -4.732
Ba1 0.995 -1.860 0.158
P1 -0.092 -0.889 6.334
C7 -3.261 -1.071 -3.487
C8 -2.286 -0.697 -2.497
C9 -2.713 -0.330 -1.197
C10 -1.810 0.185 -0.265
C11 -0.486 0.525 -0.657
C12 0.008 -0.064 -1.880
C13 -0.884 -0.718 -2.734
Br1 0.910 0.282 2.152
H1 -2.086 -1.944 -5.060
H2 -4.300 -0.909 -3.203
H3 -3.231 -3.403 -6.857
H4 -5.471 -0.157 -5.001
H5 -5.103 -3.639 -8.486
H6 -7.181 -0.456 -6.787
H7 -3.781 -0.421 -0.991
H8 -0.531 -1.183 -3.664
H9 -2.171 0.452 0.734
H10 1.064 0.055 -2.148
P2 0.231 2.109 -0.042
C14 -0.037 -2.326 5.168
C15 -0.598 -3.563 5.889
H11 1.005 -2.485 4.850
H12 -0.626 -2.079 4.271
H13 -0.375 -4.477 5.328
H14 -0.162 -3.659 6.891
H15 -1.686 -3.484 6.002
C16 -1.527 0.068 5.685
C17 -2.029 1.089 6.712
H16 -2.310 -0.677 5.481
H17 -1.239 0.541 4.734
H18 -3.021 1.449 6.423
H19 -2.113 0.633 7.706
H20 -1.360 1.952 6.789
C18 1.309 0.218 5.854
C19 2.601 -0.073 6.614
H21 0.975 1.258 6.023
H22 1.440 0.095 4.759
H23 3.398 0.570 6.233
H24 2.499 0.122 7.685
H25 2.894 -1.117 6.476
C20 1.726 3.134 0.420
C21 1.716 4.568 -0.120
H26 2.637 2.585 0.152
H27 1.730 3.178 1.519
H28 1.970 4.613 -1.179
H29 0.751 5.059 0.051
H30 2.450 5.180 0.409
C22 -0.880 2.636 1.325
C23 -2.316 2.925 0.958
H31 -0.374 3.540 1.693
H32 -0.774 1.875 2.128
H33 -2.356 3.846 0.371
H34 -2.808 2.122 0.405
H35 -2.871 3.071 1.890
C24 -0.434 3.117 -1.433
C25 0.478 2.957 -2.646
H36 -0.480 4.153 -1.082
H37 -1.460 2.784 -1.648
H38 -0.143 2.840 -3.539
H39 1.104 3.842 -2.793
H40 1.138 2.081 -2.592
C26 6.430 0.053 -0.990
N2 5.433 -0.939 -1.419
C27 5.833 -1.950 -2.239
C28 4.925 -2.859 -2.711
C29 3.615 -2.784 -2.225
N3 3.271 -1.903 -1.283
C30 4.133 -0.883 -0.940
O1 3.690 0.028 -0.221
N4 2.619 -3.632 -2.610
H41 6.909 0.502 -1.873
H42 7.221 -0.452 -0.411
H43 5.956 0.834 -0.391
H44 6.890 -1.932 -2.489
H45 5.191 -3.589 -3.457
H46 2.772 -4.209 -3.427
H47 1.648 -3.340 -2.485

As for the spin multiplicity: 1. The HOMO energy comes out at -0.416 Eh. Its charge is +2.

Here are the Löwdin charges for atoms 1 to 4, given in e: 0.062, -0.115, -0.010, -0.209

***

Values of Kohn-Sham gap, in order: 10.1 8.1 5.0, all in eV.
Values of calculated total energy, in order: -9902.515 -7889.251 -129182.178, all in eV.
Values of energy above the lowest of the compared OMol25 structures with the same formula, charge and spin, in order: 3.089 1.281 0.000, all in eV.